# 1
43
Properties=species:S:1:pos:R:3:forces:R:3 method="wB97M-V/def2-TZVPD" mol_weight_da=395.46 lumo_ev=0.428 de_lowest_kj_mol=9.58 smiles="COCCOC(=O)c1c(C)oc2ccc(NS(=O)(=O)c3cccs3)cc12" e_tot_ha=-1960.56073 gap_ev=8.86
C -5.05394 -2.15860 1.32798 -0.115 0.077 -0.011
O -3.69055 -2.50440 1.20984 0.148 0.131 0.045
C -3.32701 -3.08664 -0.00990 0.139 0.191 -0.371
C -3.36541 -2.13095 -1.21501 -0.545 -0.470 0.309
O -2.48101 -1.04018 -1.01188 0.381 0.109 0.049
C -3.02186 0.12371 -0.61642 -0.458 0.264 0.048
O -4.21651 0.31067 -0.53659 0.133 -0.062 -0.033
C -2.00136 1.12503 -0.32726 0.087 0.616 0.194
C -2.23772 2.42277 0.06400 -0.412 -0.848 -0.257
C -3.50989 3.14513 0.29083 0.156 0.076 0.022
O -1.08860 3.09916 0.25706 -0.184 0.402 0.116
C -0.06550 2.24324 -0.00795 0.407 -1.115 -0.332
C 1.29185 2.50471 0.05633 -0.359 0.132 0.054
C 2.15448 1.47293 -0.25357 -0.146 -0.014 -0.008
C 1.67252 0.21244 -0.63031 -0.360 0.781 0.247
N 2.58240 -0.80757 -0.90299 0.907 -0.409 -0.470
S 4.12402 -0.56431 -1.50256 -0.166 -0.140 0.129
O 4.19869 0.60641 -2.31915 -0.041 0.097 0.301
O 4.50811 -1.82995 -2.04664 -0.136 -0.159 0.194
C 5.05433 -0.26900 -0.02888 -0.331 -0.296 -0.256
C 5.88190 0.77783 0.23786 -0.183 -0.024 -0.299
C 6.48530 0.66875 1.50901 0.018 -0.097 0.099
C 6.10210 -0.45789 2.16749 -0.271 -0.233 -0.283
S 5.00209 -1.41046 1.25087 0.264 0.319 0.209
C 0.31044 -0.04328 -0.69787 0.275 -0.004 0.009
C -0.56895 0.98312 -0.37971 0.307 0.572 0.176
H -5.21381 -1.92887 2.37966 -0.093 -0.017 -0.022
H -5.69770 -2.99645 1.03493 -0.010 -0.015 0.036
H -5.30408 -1.27766 0.72881 -0.002 -0.108 0.037
H -2.30078 -3.43294 0.13782 -0.088 -0.069 -0.099
H -3.97272 -3.94866 -0.24181 0.081 0.040 -0.008
H -4.37801 -1.74806 -1.37720 0.189 -0.117 -0.056
H -3.02061 -2.65982 -2.10661 -0.038 0.052 0.077
H -3.56520 4.01636 -0.36055 -0.012 0.066 -0.036
H -3.56011 3.49583 1.32087 -0.013 0.035 0.069
H -4.34236 2.47915 0.08869 0.022 0.035 0.009
H 1.65825 3.47768 0.33939 0.076 0.120 0.034
H 3.21822 1.63588 -0.22783 0.033 0.153 0.082
H 2.18519 -1.68187 -1.20804 0.166 -0.158 -0.119
H 6.03996 1.58212 -0.45683 0.018 0.169 -0.146
H 7.16999 1.39406 1.90888 0.115 0.106 0.097
H 6.40387 -0.78654 3.14207 0.067 -0.069 0.211
H -0.06004 -1.01287 -0.98682 -0.028 -0.120 -0.046

***

# 2
38
Properties=species:S:1:pos:R:3:forces:R:3 method="wB97M-V/def2-TZVPD" mol_weight_da=301.39 lumo_ev=3.013 charge=-1 e_tot_ha=-1281.77256 gap_ev=5.08
C -2.05927 0.72964 -0.76711 -0.270 -0.433 -0.011
C -1.25765 1.28941 0.37896 0.359 1.544 0.284
C 0.03500 1.94910 0.01797 -1.542 0.289 -0.298
C 0.80020 2.47563 0.97863 -0.847 -4.396 1.953
O -1.65988 1.20589 1.53835 -0.012 -0.273 -0.754
H -1.64118 0.96373 -1.74295 0.121 0.020 0.002
H -2.11626 -0.35366 -0.65578 -0.055 -0.093 -0.076
H -3.07921 1.11134 -0.71930 -0.014 0.028 0.101
H 0.26867 2.01616 -1.05011 0.396 -0.565 0.314
H 1.96906 2.62672 0.86840 -2.636 -0.678 0.491
H 0.35593 2.49510 1.97996 -0.176 0.228 -0.073
C 1.39936 8.04809 3.46347 0.200 -0.211 -0.002
C 2.67382 8.10564 2.89562 -0.111 -0.183 -0.076
C 3.25767 6.95880 2.35989 -0.310 0.190 0.025
C 2.57230 5.74523 2.39569 0.217 0.141 0.396
S 3.50356 4.31529 1.79191 -2.202 -0.286 -2.246
C 2.55830 3.70084 0.39772 6.074 4.887 -2.129
C 3.45753 3.27509 -0.72263 -1.534 0.549 1.491
C 3.02843 3.52000 -2.03762 0.544 -0.209 -0.594
C 3.73006 2.99238 -3.12078 -0.150 -0.311 0.450
C 4.84574 2.17312 -2.89901 0.385 0.010 -0.009
C 5.29498 1.95834 -1.58535 -0.553 0.087 0.135
C 4.58598 2.47441 -0.49422 0.679 -0.466 -0.670
O 4.77730 4.85376 1.37553 0.822 -0.103 0.759
O 3.39407 3.27469 2.78850 0.701 0.060 0.848
C 1.30562 5.66368 2.99065 0.110 0.260 -0.152
C 0.72315 6.82537 3.52059 0.211 -0.153 -0.252
H 0.94363 8.95060 3.87254 0.087 -0.249 -0.077
H 3.23604 9.03536 2.85448 -0.204 -0.047 0.057
H 4.24098 7.00161 1.89849 -0.186 -0.099 0.140
H 1.88786 4.50704 0.08488 -0.160 -0.331 0.143
H 2.13577 4.12641 -2.18327 0.183 -0.067 -0.079
H 3.38098 3.17454 -4.13463 0.052 -0.012 0.101
H 5.37058 1.69170 -3.73581 -0.223 0.357 0.343
H 6.17969 1.34647 -1.39796 -0.236 0.102 -0.114
H 4.90594 2.22296 0.52183 -0.138 0.232 -0.370
H 0.77137 4.71332 3.01590 0.205 0.213 0.082
H -0.26376 6.77606 3.97995 0.213 -0.034 -0.133

***

# 3
50
Properties=species:S:1:pos:R:3:forces:R:3 method="wB97M-V/def2-TZVPD" mol_weight_da=568.18 lumo_ev=-3.410 charge=+1 e_tot_ha=-5065.46740 gap_ev=7.63
Al 1.75295 0.90554 0.13499 0.228 -0.101 0.110
S 3.28935 0.32744 -1.56711 0.140 0.511 -0.458
C 3.15595 -0.98586 -0.53681 -0.061 -0.764 -0.035
N 2.17255 -0.97506 0.36609 0.385 0.414 -0.263
C 2.07085 -2.15376 1.05829 0.036 -0.691 0.217
C 1.08925 -2.48456 1.98719 0.096 0.181 -0.122
C 1.09035 -3.75756 2.52279 -0.062 -0.012 0.029
C 2.04955 -4.69526 2.15279 0.034 -0.033 0.003
C 3.03405 -4.37606 1.23349 -0.028 0.036 -0.020
C 3.02975 -3.10766 0.68099 -0.061 0.206 -0.119
S 4.06925 -2.45346 -0.57551 -0.233 0.013 0.324
H 0.36615 -1.73756 2.28289 -0.086 0.063 0.149
H 0.33985 -4.02686 3.24749 -0.100 -0.042 0.123
H 2.01805 -5.68006 2.59109 0.065 -0.096 0.034
H 3.78345 -5.09036 0.93719 0.083 -0.186 0.008
Br -3.14385 5.50404 -2.50831 0.081 -0.001 0.226
C -2.51575 4.72094 -0.90321 -0.021 -0.131 -0.133
C -3.10805 5.02654 0.32089 -0.039 0.111 -0.494
N -2.74135 4.44744 1.44609 -0.210 0.111 0.629
C -1.78015 3.54654 1.43099 0.423 -0.293 -0.272
C -1.11765 3.18464 0.25759 -0.609 0.365 -0.037
C -1.49175 3.79184 -0.94061 -0.117 0.118 0.249
C -0.05515 2.18184 0.23569 -1.428 0.921 -0.281
O 0.67795 2.09434 -0.79351 0.710 0.074 -0.249
O 0.11755 1.36484 1.16669 0.596 -0.686 0.487
H -3.90345 5.75624 0.39899 -0.039 0.047 -0.153
H -1.50095 3.11844 2.38449 0.054 -0.117 0.010
H -0.98505 3.53504 -1.85941 -0.006 0.031 -0.048
N -2.31305 -2.45326 -1.76671 -0.349 -0.228 -0.257
C -2.59135 -1.63746 -0.54881 -0.179 0.834 0.513
C -1.79315 -0.32796 -0.64921 -0.223 -0.165 0.180
N -0.37875 -0.59146 -0.78791 0.052 0.062 0.077
C -0.12485 -1.35696 -1.98621 0.022 -0.370 0.148
C -0.85035 -2.70696 -1.93521 0.891 0.086 -0.361
H -2.64105 -1.92006 -2.58411 0.003 -0.257 0.159
H -2.84025 -3.33476 -1.74081 0.144 0.239 -0.051
H -2.27875 -2.20656 0.33109 -0.008 -0.062 -0.202
H -3.66235 -1.43656 -0.47761 0.055 -0.182 -0.133
H -1.96635 0.27564 0.24249 -0.105 -0.101 -0.007
H -2.13025 0.25894 -1.51191 -0.028 -0.019 0.054
H -0.04925 -1.09036 0.03359 -0.007 -0.035 -0.097
H 0.94745 -1.51736 -2.10061 -0.032 -0.083 -0.078
H -0.46275 -0.76296 -2.84071 0.065 -0.064 -0.079
H -0.49035 -3.28346 -1.07831 -0.227 0.006 -0.041
H -0.67905 -3.28196 -2.84691 -0.226 -0.020 0.063
F 3.14145 4.61584 2.05919 0.584 0.142 0.759
B 2.45305 4.41554 0.98259 -0.008 -0.063 -0.017
F 2.77915 1.67464 1.19449 0.031 0.190 0.262
F 2.98695 3.95094 -0.10681 0.496 -0.085 -0.856
F 1.17995 4.73474 0.96639 -0.782 0.127 0.054

***

# 4
46
Properties=species:S:1:pos:R:3:forces:R:3 method="wB97M-V/def2-TZVPD" mol_weight_da=591.84 lumo_ev="-9.602 / -10.391" charge=+2 e_tot_ha=-1814.91416 gap_ev="4.32 / 3.62"
C -1.22532 2.66704 -1.03053 1.225 0.636 -0.346
N -0.00899 2.13258 -0.79643 -0.511 0.302 -0.157
N 0.92615 3.00323 -1.33333 -0.411 -0.490 0.431
C 0.29623 4.07845 -1.85079 -0.554 -0.685 0.220
C -1.07791 3.90111 -1.69025 0.472 -0.247 0.123
B 2.43247 2.62408 -1.44692 -0.326 0.303 1.132
N 3.06642 2.34240 -0.05383 -0.269 -0.697 0.389
N 2.67655 1.23127 0.67144 0.135 0.179 0.223
C 3.45706 1.17998 1.76681 0.119 1.139 -1.048
C 4.35112 2.27081 1.76249 -0.484 0.018 -0.637
C 4.06409 2.98335 0.59316 -0.207 -0.885 0.479
Pb 0.17340 0.09618 0.72782 0.840 1.937 -2.055
N 2.45740 1.27074 -2.23285 1.614 -0.107 -2.524
N 1.71578 0.20602 -1.79785 -0.681 -2.555 -0.273
C 1.88504 -0.79387 -2.65758 -0.398 0.843 1.055
C 2.75654 -0.37432 -3.68450 -0.325 -1.560 -0.495
C 3.08786 0.94180 -3.37615 -0.416 2.771 2.356
H 1.39246 -1.75147 -2.52304 0.121 0.272 -0.038
H 3.71375 1.67409 -3.87075 -0.046 -0.220 -0.047
H 3.08879 -0.95070 -4.52550 0.121 -0.066 -0.207
H 3.05164 3.45899 -2.03627 -0.084 -0.078 -0.037
H 4.49006 3.88351 0.18058 0.075 -0.037 0.054
H 0.87169 4.87941 -2.29282 -0.141 -0.081 -0.017
H 5.09138 2.50393 2.49735 0.182 0.108 0.168
H -1.85612 4.56587 -2.00609 -0.112 0.137 -0.028
H 3.36409 0.39086 2.50226 -0.069 0.074 -0.148
H -2.13676 2.15996 -0.74084 0.189 0.024 0.102
H 0.95011 -2.18508 1.99031 -0.101 0.141 0.040
C 0.31776 -1.87787 2.82888 -0.152 -0.584 1.032
H 0.94300 -1.83885 3.73969 -0.325 0.046 -0.454
H -0.16972 -0.89722 2.68947 0.133 -0.892 0.778
H -0.46188 -2.64403 2.97968 0.303 0.350 -0.071
Cl -6.07495 -5.56303 2.08060 0.889 1.066 -0.401
C -5.01803 -4.30674 1.59221 -0.950 -1.104 0.458
C -5.29905 -2.97743 1.94460 0.206 1.971 0.096
C -4.44046 -1.95513 1.53232 -1.478 -0.639 0.777
C -3.31367 -2.25311 0.75801 0.176 0.034 0.078
C -3.03597 -3.58169 0.41235 -0.483 -1.726 0.051
C -3.87192 -4.61221 0.84179 1.623 0.312 -1.065
C -2.30971 -1.18590 0.41974 1.520 1.280 -0.214
O -2.36395 -0.06844 1.03258 -0.122 -1.588 -0.735
O -1.35060 -1.49533 -0.38149 -1.220 0.190 0.978
H -6.18048 -2.75565 2.54434 0.213 -0.038 -0.149
H -4.63157 -0.92575 1.81904 0.007 -0.140 -0.043
H -2.15064 -3.80384 -0.17927 -0.212 0.062 0.134
H -3.64315 -5.64802 0.59959 -0.084 0.223 0.031

***

# 5
54
Properties=species:S:1:pos:R:3:forces:R:3 method="wB97M-V/def2-TZVPD" mol_weight_da=835.38 lumo_ev=3.731 de_lowest_kj_mol=0.00 charge=-2 e_tot_ha=-13422.36624 gap_ev=6.58
Ti 0.38567 -0.74469 0.59569 -0.023 -0.560 0.236
N 2.35269 0.11826 -0.12086 -0.770 0.596 1.156
C 3.12559 0.58716 1.07632 0.426 -0.647 -1.555
C 2.19645 1.14971 2.10199 0.750 0.782 -0.387
O 2.61041 1.93682 2.95631 -0.390 -0.477 0.049
N 0.94760 0.71837 1.91411 -0.225 -0.322 0.152
C 0.02193 1.15698 2.92329 0.005 1.295 -0.227
C -1.34399 0.66752 2.53463 0.795 -0.589 -0.411
O -2.38776 0.98630 3.06077 -0.106 -0.011 -0.115
O -1.20487 -0.16740 1.52669 -1.299 0.074 0.498
H 2.78092 -0.62041 -0.67718 0.087 0.384 0.198
H 2.23550 1.00501 -0.64825 -0.029 -0.615 -0.429
H 3.85480 1.33493 0.72576 -0.092 -0.283 0.555
H 3.58160 -0.29783 1.50343 0.457 -0.032 0.210
H 0.02638 2.27105 2.94642 -0.087 -0.604 0.352
H 0.30944 0.77971 3.89735 -0.061 0.044 0.419
Br -0.81732 -7.60299 1.59530 0.303 -0.077 0.212
C -0.05248 -5.86582 1.64708 0.086 0.019 0.431
C 1.21006 -5.62398 2.19192 -0.311 -1.118 -0.208
Br 2.20288 -7.02224 3.00750 -0.098 -0.048 -0.088
C 1.76295 -4.36446 2.10752 0.369 1.011 -0.086
Br 3.55900 -3.98699 2.59083 -0.118 -0.030 0.126
C 1.03967 -3.29598 1.60266 -0.499 -0.235 -0.400
O 1.46453 -2.05317 1.54953 0.036 0.617 0.127
C -0.27931 -3.48212 1.07028 0.200 -1.121 1.252
O -0.86359 -2.39212 0.70962 -0.151 -0.296 -0.173
C -0.81380 -4.81576 1.15103 0.712 1.723 -0.870
Br -2.43175 -5.10872 0.25959 -0.545 0.157 -0.112
C -0.16291 0.74469 -2.30174 -0.328 0.362 -0.474
N -0.93291 1.65150 -3.14065 0.024 -0.404 -0.652
C -0.97358 2.98075 -2.54362 -0.178 -0.490 0.378
N -1.66207 2.95429 -1.23578 0.535 -0.317 -0.538
C -0.88630 2.03259 -0.35741 -0.348 0.937 -0.764
N -0.79492 0.65795 -0.95049 -0.071 -0.186 0.510
C -2.22211 0.19671 -1.09724 0.608 0.242 -1.846
N -2.99970 1.06920 -2.03177 0.413 -0.319 0.366
C -2.27963 1.12176 -3.29499 0.384 0.253 0.236
C -3.00759 2.41431 -1.46481 0.334 0.068 0.943
H 0.83012 1.18051 -2.23282 0.113 -0.221 0.318
H -0.10698 -0.24458 -2.79678 -0.146 0.505 0.638
H -1.47788 3.64297 -3.23996 -0.232 0.275 0.011
H 0.04475 3.30511 -2.39566 0.338 0.253 0.051
H -1.43358 2.03896 0.58836 0.292 -0.423 -0.111
H 0.11731 2.45738 -0.23348 -0.201 -0.224 0.001
H -2.65379 0.20994 -0.12661 -0.469 -0.182 0.685
H -2.19408 -0.80305 -1.54105 -0.060 -0.002 0.318
H -2.80561 1.73727 -3.99244 -0.584 0.718 -0.399
H -2.24755 0.14848 -3.75113 0.209 -0.681 -0.003
H -3.46719 2.30547 -0.48209 -0.305 0.304 0.041
H -3.55681 3.14675 -2.07506 -0.009 -0.436 -0.016
Cl 0.90139 -2.09392 -1.38336 0.217 0.149 -0.560
S 3.32630 5.35952 -1.11958 0.046 0.032 -0.030
C 2.79074 3.81207 -1.24500 -0.580 -1.331 -0.191
N 2.38139 2.70622 -1.35419 0.577 1.480 0.175

***

# 6
41
Properties=species:S:1:pos:R:3:forces:R:3 method="wB97M-V/def2-TZVPD" mol_weight_da=392.32 lumo_ev=-0.202 e_tot_ha=-3870.33587 gap_ev=7.28
H -3.00181 -3.02948 -0.85071 -0.097 0.128 -0.014
N -2.34790 -2.43478 -0.35900 0.157 -0.567 -0.156
C -2.70193 -1.21796 -0.26312 -0.216 -0.329 -0.048
N -3.83680 -0.55073 -0.69855 0.367 -0.018 0.113
C -4.90981 -1.17293 -1.42602 -0.186 -0.514 0.022
C -5.84868 -2.01718 -0.55315 -0.084 0.297 -0.137
C -6.72676 -1.21257 0.40855 0.191 -0.167 0.087
C -6.00851 -0.78340 1.68336 -0.146 0.041 -0.107
C -3.73152 0.78443 -0.36104 0.303 0.567 0.164
C -4.57370 1.85838 -0.56998 0.059 -0.280 -0.020
C -4.16793 3.09842 -0.09366 0.030 0.203 0.052
C -2.96236 3.25878 0.57014 -0.085 0.153 0.003
C -2.11043 2.18377 0.78747 -0.010 -0.259 -0.056
C -2.50755 0.95062 0.31430 -0.418 0.402 -0.033
N -1.91677 -0.29104 0.39178 -0.047 0.110 0.022
C -0.59041 -0.59558 0.82469 -0.184 0.101 -0.182
C 0.45543 -0.00202 -0.11621 -0.261 -0.125 0.136
O 0.16124 0.63532 -1.10112 -0.018 -0.064 0.054
C 1.84133 -0.25426 0.25701 0.780 0.087 -0.138
C 2.37254 -0.97762 1.29769 -0.491 0.266 -0.371
C 3.77363 -0.99183 1.30317 0.499 0.180 -0.263
C 4.28932 -0.27443 0.25874 -0.246 0.086 -0.116
Br 6.10827 -0.02731 -0.11291 -0.104 -0.012 0.016
S 3.08328 0.42796 -0.74957 0.092 -0.388 0.566
H -5.47664 -0.38707 -1.92973 0.079 -0.043 -0.026
H -4.47094 -1.81872 -2.19753 -0.037 0.166 0.016
H -6.49336 -2.58014 -1.23234 0.051 -0.065 -0.020
H -5.25796 -2.73636 0.01813 0.008 -0.096 -0.038
H -7.11888 -0.33216 -0.10517 -0.122 0.017 -0.054
H -7.58054 -1.83472 0.68810 -0.047 0.069 -0.050
H -5.56627 -1.64610 2.17772 0.064 -0.073 0.083
H -6.71406 -0.32090 2.37032 0.000 0.054 0.117
H -5.22227 -0.06364 1.47615 0.083 0.061 0.077
H -5.51658 1.74915 -1.08296 -0.102 -0.036 -0.048
H -4.80814 3.95397 -0.24651 -0.047 0.074 -0.010
H -2.67703 4.23744 0.92464 0.020 0.085 0.026
H -1.16859 2.31372 1.29736 0.116 0.011 0.043
H -0.50958 -1.68772 0.80958 0.078 0.122 0.107
H -0.42024 -0.22374 1.84084 0.017 -0.079 -0.049
H 1.77739 -1.48820 2.03238 -0.163 -0.097 0.137
H 4.37886 -1.50031 2.03140 0.115 -0.068 0.095